No. 1
41
Properties=species:S:1:pos:R:3:forces:R:3 method="wB97M-V/def2-TZVPD" charge=0 homo_energy_ev="-3.28 / -3.53" e_tot_ev=-58226.371 largest_force_ev_per_a=4.28 gap_ev="2.8 / 3.0" s_squared=6.04 multiplicity=5
O -2.80244 0.08000 2.26597 -2.5905 2.2399 -0.3604
H -2.91704 0.16323 3.20553 -0.7332 0.2952 0.6635
Fe 0.07297 -0.91762 0.29568 -0.0156 1.0461 -1.2160
N 0.06160 -2.42551 -0.85392 0.2480 -0.7092 1.6724
N -0.21554 -0.08795 -1.56605 -0.1663 2.0969 1.8774
O -0.32541 -3.73597 -0.40129 -0.1467 -0.6569 -0.0854
O -0.21488 1.33223 -1.96658 -1.0638 0.2988 0.0484
C 0.06272 -2.28405 -2.18550 -0.3872 2.9556 -2.4556
C 0.01906 -0.89447 -2.59087 0.0167 -4.2830 0.0475
C 0.31607 -3.45518 -3.08273 0.1173 0.3850 -0.1075
C 0.34722 -0.35630 -3.92157 0.0418 -0.5192 -0.0710
H 0.23743 -4.34598 -2.44556 0.1245 0.0952 -0.5501
H 1.34547 -3.33728 -3.47300 -0.3139 -0.5270 -0.2127
H -0.41812 -3.50307 -3.91308 0.5539 -0.1279 0.3679
H 0.82044 0.62377 -3.82641 0.0034 -0.1976 -0.2637
H -0.58038 -0.27352 -4.48531 0.1454 0.2221 -0.5349
H 1.01216 -1.09215 -4.36262 0.0890 0.1285 -0.6621
H -0.93737 -3.57789 0.33119 0.1699 0.2563 -0.1864
H -1.16151 1.61953 -1.94971 1.0012 -0.5169 -0.1866
O 2.88857 0.20366 0.05206 1.5901 -0.0264 -0.0165
H 3.84219 -0.02216 0.16752 -0.9957 0.1818 -0.0004
H 2.84441 0.37694 -0.89630 -0.4896 -0.0769 -0.0665
C -3.90804 0.63627 1.22308 1.1962 -0.3543 2.9431
H -4.94055 0.16693 1.33970 1.7095 0.6110 0.0363
H -3.32260 0.32580 0.39173 -0.2204 -0.0219 -1.2352
H -3.80969 1.71739 1.44282 -0.6334 -0.7034 -0.5015
O -1.67434 -1.55188 1.08144 -2.2886 0.0022 1.3366
H -2.20604 -0.80190 1.89066 1.4362 -2.2450 -2.3003
H -2.43995 -1.81224 0.52175 1.0581 -0.0199 0.1968
N -0.20068 1.34364 0.71774 0.1266 1.0924 1.0909
C 0.54558 1.76291 1.92646 -0.1625 0.1125 -0.0615
C 0.63749 0.57315 2.88718 -0.1244 -0.5312 0.1455
N 1.06957 -0.62108 2.08735 -0.1317 0.8268 1.3687
H -1.19890 1.57022 0.80037 0.6421 -0.0759 -0.1007
H 0.17202 1.82546 -0.10564 -0.4272 -0.4541 0.0332
H 1.57194 2.02595 1.60241 -0.5491 -0.0135 0.2155
H 0.07483 2.63900 2.42828 0.4720 -0.4559 -0.1709
H 1.32125 0.77480 3.73972 -0.2871 0.0066 -0.4961
H -0.36031 0.35700 3.33862 0.6216 0.0588 -0.4317
H 2.04993 -0.53652 1.86814 0.1932 -0.1343 -0.0459
H 0.90666 -1.47426 2.59503 0.1698 -0.2614 0.2761



No. 2
39
Properties=species:S:1:pos:R:3:forces:R:3 method="wB97M-V/def2-TZVPD" charge=-1 homo_energy_ev=-5.47 e_tot_ev=-30082.692 largest_force_ev_per_a=1.59 gap_ev=8.5 relative_energy_ev=0.415
I -0.74772 0.48840 -0.11736 0.0372 0.2252 0.0862
C -3.40145 2.86334 2.33910 -0.5234 0.5285 -0.0134
O -2.93089 1.57191 2.61765 0.1040 0.0855 -0.0676
H -4.05835 3.23061 3.13352 0.1302 -0.3834 0.2297
H -2.60247 3.60731 2.25864 0.1184 -0.0818 -0.1898
H -4.02490 2.88856 1.43781 0.2179 0.0246 -0.1674
H -2.35753 1.33383 1.86748 -0.0061 -0.2366 0.1868
C 1.42403 1.88163 -3.68097 -0.0196 -0.4153 0.5481
O 0.56737 0.78529 -3.37532 0.3984 0.2975 0.4373
H 2.19535 1.51967 -4.36210 -0.1105 0.3051 -0.3325
H 0.83838 2.71586 -4.06939 0.1475 0.0140 -0.3557
H 1.94865 2.24868 -2.79194 -0.0758 -0.0545 0.0334
H 0.48397 0.76238 -2.40163 -0.3966 -0.1252 -0.3917
C 1.27619 4.32135 1.13158 -0.0120 -0.9046 -0.6209
O 1.62954 2.94597 1.27626 -0.2089 0.4221 -0.0504
H 0.96337 4.53926 0.10044 -0.0817 -0.0319 0.0724
H 0.43896 4.55121 1.79442 0.2558 0.4621 0.1658
H 2.18479 4.89739 1.29305 -0.1798 0.1721 0.4461
H 0.83173 2.42807 1.07604 0.2579 -0.1959 -0.0582
C 2.70289 -1.77655 -1.62851 -0.7328 0.3633 0.0507
C 2.06545 -2.17648 -2.93775 -0.1744 -0.2419 -0.0678
O 1.96130 -3.60113 -3.04432 0.1806 0.2134 -0.0799
O 1.88218 -2.05696 -0.51420 0.0862 -0.1981 0.1096
H 2.84363 -0.69005 -1.67671 0.4386 -0.0029 -0.1191
H 3.65274 -2.28939 -1.49055 0.0915 0.0069 0.0480
H 2.66298 -1.76939 -3.76363 0.0180 -0.0292 -0.0319
H 1.06732 -1.73682 -2.99681 0.0721 0.1400 0.0202
H 1.20221 -3.77209 -3.60544 -0.0161 -0.1532 0.0589
H 1.17232 -1.39354 -0.49114 0.0516 -0.1308 0.0855
C -1.76823 -2.62557 3.03660 -0.4156 0.0382 0.5475
C -0.91176 -3.24881 1.96747 0.5499 0.7503 -1.2869
O -1.36753 -2.90423 0.65515 -0.3939 -0.0862 0.1213
O -3.06341 -3.21602 3.16298 0.0409 -0.1146 0.0375
H -1.89792 -1.55272 2.86211 0.2519 0.0111 -0.2620
H -1.30326 -2.69655 4.02420 0.0617 -0.2592 -0.0710
H -0.87252 -4.33742 1.94587 -0.2320 -0.0256 0.5223
H 0.12138 -2.88263 2.05276 -0.0446 -0.0788 0.3204
H -1.20823 -1.95669 0.48249 0.0165 -0.2728 0.1541
H -3.60055 -2.89768 2.43216 0.0972 -0.0373 -0.1158



No. 3
37
Properties=species:S:1:pos:R:3:forces:R:3 method="wB97M-V/def2-TZVPD" charge=0 homo_energy_ev=-8.55 e_tot_ev=-19928.259 largest_force_ev_per_a=10.28 gap_ev=8.9 smiles="C=C(C)/C(C)=C/C.O.O.O.O.O.O" relative_energy_ev=5.417
C 0.05793 1.16515 3.30502 0.1316 0.1789 -1.5976
C 0.46728 1.60926 2.07813 -0.9065 -1.1183 0.3741
C 1.91082 1.75317 1.80037 -0.1522 2.5312 -2.3581
C -0.45663 1.82815 0.89838 0.1182 -0.9360 2.2774
C -1.60075 0.83384 0.76294 -0.0158 2.4155 -2.0142
C -0.36897 2.85558 0.05888 2.0001 -0.1506 1.8594
C -1.45988 3.19851 -0.81226 -1.8469 1.3692 -4.3962
H -0.93725 1.09131 3.67928 -1.0761 0.1553 -0.6356
H 0.66377 0.70040 4.05178 1.2744 0.3916 0.1539
H 2.41415 1.48907 2.63613 1.9826 -1.8227 2.3836
H 2.26405 1.29295 0.82479 -0.2736 0.6715 1.2844
H 2.17988 2.86725 1.87921 -0.4710 -1.1555 -1.0308
H -1.66819 0.00959 1.42155 0.0185 -0.3521 1.0699
H -2.45029 1.58270 0.78794 0.0671 -1.8884 -0.1283
H -1.38640 0.41411 -0.25375 -1.0399 0.2204 0.5993
H 0.60598 3.42396 0.12009 -1.5320 -0.1071 -0.2499
H -1.22391 2.88334 -1.89818 -0.0906 0.4866 1.2707
H -2.48704 2.73858 -0.72867 1.3273 0.3334 0.7037
H -1.65110 4.31568 -0.92198 0.4494 -1.2430 0.3545
O 3.39503 -2.44325 -1.18332 -0.0995 -1.9252 9.4269
H 3.39567 -2.29122 -2.01113 -0.0542 1.7850 -9.3337
H 2.48867 -2.61000 -0.88594 0.5720 0.3597 0.2658
O 0.37271 -3.19448 -1.37681 0.7399 -0.7906 -0.8575
H 0.01538 -2.38228 -1.00758 0.1762 0.1875 -0.5210
H 1.25194 -2.95978 -1.75052 -1.5101 -0.1788 0.1188
O 1.38417 1.19034 -3.50257 7.6629 3.7916 5.4355
H 0.73582 0.95949 -3.99960 -6.5736 -1.7322 -5.2944
H 1.69639 2.13619 -3.63058 -1.1027 -2.0698 -0.1231
O -0.97735 -3.27289 1.60339 -3.9947 3.4759 -7.9856
H -1.55697 -3.06660 2.23880 -3.7580 1.4527 3.4884
H -0.35881 -3.66060 2.01230 7.7822 -4.9577 4.5415
O -3.54849 -1.29243 -2.00299 -0.7821 -0.9817 2.4481
H -3.84164 -0.75095 -1.23608 0.3421 0.4296 -1.0243
H -3.66774 -2.14336 -1.49628 0.4862 0.5730 -1.4156
O 0.75827 -1.35915 0.23923 3.8344 5.7905 -2.4650
H 0.84457 -0.53605 0.76933 -0.3923 -1.1813 -0.2472
H 0.29956 -1.99092 0.63495 -3.2934 -4.0081 3.6222



No. 4
47
Properties=species:S:1:pos:R:3:forces:R:3 method="wB97M-V/def2-TZVPD" charge=-1 homo_energy_ev=-3.62 e_tot_ev=-46405.731 largest_force_ev_per_a=1.22 gap_ev=5.9
C -4.85571 0.66444 5.35552 0.3230 -0.0202 0.2096
C -3.49515 0.07698 5.70171 -0.3522 -0.7148 -0.1977
C -3.42898 -1.40544 5.29081 0.5158 0.8278 0.1103
C -1.99201 -1.95645 5.31575 -0.6976 -0.4163 0.1290
O -1.51363 -2.23478 4.02639 0.4389 0.4392 -0.1656
B -0.57990 -1.24172 3.51047 -0.5744 -0.1378 0.9155
I -0.81216 -1.25074 1.25054 0.0643 0.0606 -0.7018
P 1.27879 -1.76724 3.84875 0.9893 -0.5854 -0.3953
N 2.05184 -0.26322 4.41777 -0.3739 -0.3270 -0.0197
O 1.22600 -2.63850 5.30094 0.2378 0.4500 0.0821
H -5.03788 1.61159 5.85397 -0.0070 0.2595 -0.0186
H -4.92158 0.80281 4.28245 -0.2035 0.0498 -0.2157
H -5.63224 -0.02450 5.67579 -0.2564 -0.1019 -0.0344
H -2.69151 0.58726 5.18356 0.1456 0.3359 0.0753
H -3.33957 0.11888 6.77734 0.2488 0.2431 0.1677
H -3.79688 -1.48738 4.27153 -0.1688 -0.2811 -0.1070
H -4.06481 -1.95363 5.98067 -0.2601 -0.3063 -0.0821
H -2.00544 -2.89566 5.87184 0.2123 -0.1131 0.0879
H -1.36153 -1.25521 5.86550 0.2629 0.0001 -0.0151
H -0.81832 -0.09961 3.83170 0.0666 0.0419 0.0173
H 2.15427 0.29436 3.57105 -0.0561 0.2174 0.0828
H 2.99903 -0.54149 4.65605 0.1192 0.1526 -0.0656
H 2.13294 -2.96446 5.41624 -0.5658 -0.0641 -0.0195
C 2.43208 0.06522 -2.26908 -0.0966 -0.0646 0.1859
O 3.27632 0.61935 -2.98224 -0.0662 -0.1446 -0.0998
N 2.46801 -1.27113 -2.00685 0.0441 -0.0440 -0.1216
N 1.41750 0.73142 -1.68251 0.1974 0.0470 -0.0191
H 1.79295 -1.72789 -1.41823 -0.0046 0.0492 0.0665
H 3.21019 -1.80596 -2.41382 0.0090 0.0137 0.0221
H 1.34629 1.71950 -1.83327 -0.0457 -0.0241 -0.0316
H 0.74028 0.26087 -1.10897 -0.2023 0.0491 0.1231
C -1.21498 1.02000 -4.82462 0.1711 0.0252 0.0469
O -1.33621 0.51681 -3.72163 -0.0657 -0.0006 -0.0272
N -2.28093 1.12754 -5.68947 -0.0682 0.0046 -0.0756
N -0.03718 1.51328 -5.29651 -0.3670 -0.1379 0.1492
H -2.20944 1.53688 -6.60044 0.0149 0.0066 0.0052
H -3.16460 0.77549 -5.37530 0.0177 -0.0074 0.0356
H 0.77587 1.46267 -4.70971 0.0924 0.0417 -0.0956
H 0.06261 1.92520 -6.20346 0.1724 0.0339 0.0256
C 3.48325 1.67653 -6.47293 0.1347 -0.1678 0.1449
O 2.49791 2.30236 -6.11026 0.0040 0.0983 -0.1723
N 4.07154 0.71587 -5.71822 -0.1696 -0.0940 -0.0247
N 4.07035 1.91090 -7.69470 -0.0036 0.0284 -0.0828
H 4.87728 0.20972 -6.03135 0.0131 0.0394 -0.0365
H 3.68532 0.50652 -4.79886 0.1114 0.2271 0.1012
H 3.66200 2.61722 -8.27569 -0.0072 0.0122 0.0266
H 4.87801 1.41536 -8.01823 0.0056 -0.0011 0.0147



No. 5
49
Properties=species:S:1:pos:R:3:forces:R:3 method="wB97M-V/def2-TZVPD" charge=+1 homo_energy_ev=-9.27 e_tot_ev=-53293.658 largest_force_ev_per_a=2.02 gap_ev=7.2 relative_energy_ev=0.000
Ca -0.02940 -0.11187 -0.48281 -0.1270 -0.0204 -1.6833
C -3.44385 -2.18886 -2.23808 0.5550 -0.3866 0.6699
C -2.44364 -1.25232 -2.92850 0.5393 -0.4677 -0.3531
O -1.63604 -0.43055 -2.16552 -0.0426 -0.3254 1.4067
H -2.96153 -2.94817 -1.60662 0.4254 0.2028 0.0166
H -3.90275 -2.80154 -3.01561 -0.6447 0.3761 0.0939
H -4.11685 -1.67592 -1.54790 -0.6153 -0.0514 -0.6551
H -3.02072 -0.68517 -3.67291 -0.0028 0.1595 -0.0324
H -1.83936 -1.97780 -3.50163 0.1857 0.2077 -0.3195
C -2.60256 0.53106 1.01003 -1.1755 -1.2986 0.0836
O -1.62866 1.12866 0.54174 -0.2914 0.8461 0.7654
N -3.16672 -0.52153 0.38523 1.0144 0.3195 -0.8354
N -3.19396 0.79834 2.20686 0.4885 0.4637 0.4051
H -3.88192 -1.11377 0.75641 -0.1680 0.1261 0.1381
H -2.76420 -0.72592 -0.53677 0.0778 0.0229 -0.0926
H -3.91332 0.16805 2.50162 -0.3175 0.2983 0.1372
H -3.15102 1.71960 2.60349 0.0795 -0.0705 0.0640
C 0.61206 3.24412 -1.06610 -0.5781 -1.1427 -1.5660
O 0.59577 2.00213 -1.09503 0.6119 1.0746 0.5291
N -0.18667 3.91881 -1.92324 -0.1465 0.1630 0.5135
N 1.47507 3.95490 -0.32114 0.8127 -0.3323 0.7175
H -0.29916 4.90682 -1.77523 -0.3296 0.0027 -0.3240
H -0.92992 3.35233 -2.30549 -0.1196 0.3032 -0.0542
H 1.52764 4.95627 -0.30986 -0.0559 0.0384 -0.2802
H 2.32313 3.44225 -0.13351 -0.0752 0.2097 0.3743
C -0.01034 -2.80222 1.55771 -0.4646 -0.2061 -0.4462
O -0.41778 -1.96515 0.74557 0.1560 -0.5640 0.5539
N -0.36920 -2.79768 2.86518 0.1342 0.2228 0.0773
N 0.77616 -3.84837 1.20052 -0.2900 0.6339 0.2098
H -0.23187 -3.63657 3.39708 -0.1632 0.0216 0.1854
H -1.08122 -2.15425 3.16151 0.0638 0.0615 -0.0299
H 1.23006 -4.34736 1.94049 0.2473 -0.4546 -0.3942
H 0.92605 -4.00379 0.22018 0.3302 -0.1072 0.0928
C 3.15578 -0.44489 -1.99933 -1.8004 -0.6759 -0.5066
O 1.98013 -0.57323 -1.60518 0.7721 0.1436 -0.1205
N 3.44347 -0.27001 -3.29571 0.7287 0.2064 -0.5154
N 4.17430 -0.54320 -1.14104 0.4517 0.1496 1.6604
H 2.73774 -0.25918 -4.00881 -0.2705 -0.0063 0.2531
H 4.38913 -0.08232 -3.57710 -0.0299 -0.0127 -0.0816
H 3.86565 -0.62404 -0.18407 0.1109 -0.0655 -0.0741
H 5.14447 -0.73045 -1.30984 -0.0526 0.0980 -0.5245
C 1.60217 1.12144 2.39141 -1.5735 -1.0131 -0.1360
O 1.36849 0.31041 1.48420 0.9179 0.3431 0.2119
N 2.53196 0.94966 3.35602 0.1374 0.1429 -0.2004
N 0.80394 2.20051 2.59448 -0.1621 0.6157 -0.0531
H 3.17819 0.18274 3.32691 -0.0087 0.0732 -0.0247
H 2.66949 1.73000 3.96758 0.4832 -0.1411 0.2723
H 0.72041 2.56846 3.52365 0.0725 0.1537 0.0707
H -0.00859 2.32955 2.00915 0.1093 -0.3381 -0.1993



No. 6
39
Properties=species:S:1:pos:R:3:forces:R:3 method="wB97M-V/def2-TZVPD" charge=0 homo_energy_ev=-9.33 e_tot_ev=-21436.172 largest_force_ev_per_a=9.11 gap_ev=9.5 smiles="C=C/C=C(/C)CCN.O.O.O.O.O.O" relative_energy_ev=3.567
C 0.38278 0.41850 3.60664 0.7510 -1.1776 -1.7013
C -0.27304 0.65536 2.43092 0.4506 0.7200 1.7285
C 0.35353 0.46685 1.09319 -0.8738 0.8201 -0.0698
C -0.07219 -0.34436 0.10062 0.4288 1.6842 0.5191
C 0.63059 -0.27239 -1.22540 0.8058 0.9665 0.3115
C -1.22075 -1.26063 0.25356 -2.5116 -3.1068 0.5340
C -2.72989 -0.77931 -0.02951 -1.3878 0.6586 0.1717
N -3.43624 0.34498 0.74848 0.1485 -0.8915 -0.1778
H 1.40741 -0.21523 3.65869 -2.6115 1.7240 0.0376
H -0.07770 0.78890 4.51388 0.2458 -0.2825 0.1919
H -1.20646 1.30394 2.47912 1.1428 -0.9774 0.0514
H 1.07190 1.30013 0.92230 -0.0403 -1.0507 -0.3382
H 0.62323 -1.22325 -1.74966 -0.0362 0.3131 -0.1326
H 0.18362 0.52607 -1.82339 -0.1394 -0.2814 -0.3059
H 1.67456 0.09352 -1.04679 -0.7657 -0.5251 -0.2714
H -1.10000 -2.11385 -0.54265 -0.1989 1.3671 1.6261
H -1.28772 -1.76984 1.30200 0.5012 0.9094 -1.6980
H -3.51845 -1.57430 0.06703 1.5123 -0.0608 -0.1679
H -2.79962 -0.48114 -1.08494 0.2804 -0.0748 0.1222
H -4.29792 0.04536 1.27759 1.8026 0.2457 -0.7378
H -2.80128 0.85447 1.34266 -0.1698 -0.0245 0.2065
O -2.00529 2.10505 -1.56994 -1.9359 -0.8531 0.3655
H -2.97634 1.84807 -1.44567 1.8227 0.6918 -0.1584
H -1.58496 1.48470 -0.95181 0.1062 0.2937 -0.1643
O -0.63858 1.48832 -4.15868 -0.5302 1.3000 1.1411
H -1.15091 0.74056 -4.40390 -0.3227 -1.3765 -0.7923
H -1.28126 1.86818 -3.50987 0.9335 0.0983 -0.2257
O 3.47408 -0.73855 2.85532 2.8965 5.0892 6.2126
H 2.99233 -0.01840 2.50663 -0.3883 2.0373 -0.1791
H 3.22802 -1.31660 2.28560 -1.7874 -6.7918 -5.8012
O 2.01961 -1.91418 0.98713 -1.0874 1.4056 1.3378
H 1.47420 -1.30672 1.61247 0.9602 -1.0923 -1.9609
H 1.79873 -2.75653 1.35574 -0.0095 -1.2989 0.3563
O 0.92654 -3.24380 -1.38100 3.8742 -0.2410 0.4790
H 1.81627 -3.56376 -1.77599 -2.3987 0.2970 0.3053
H 1.39011 -2.72037 -0.65182 -1.3682 -0.4672 -0.8040
O 1.87204 3.11764 -2.01358 1.8982 -0.0446 0.5990
H 0.98167 3.34231 -1.89004 -2.0259 0.5628 0.3126
H 1.88090 2.62898 -2.82077 0.0278 -0.5661 -0.9232